# 1
{
  "formula": "F24KP4",
  "method": "the ωB97M-V functional and the def2-TZVPD basis",
  "symbols": ["K", "P", "F", "F", "F", "F", "F", "F", "P", "F", "F", "F", "F", "F", "F", "P", "F", "F", "F", "F", "F", "F", "P", "F", "F", "F", "F", "F", "F"],
  "xyz": [[1.194530, -0.476852, -0.083089], [-2.308997, -0.811053, 2.361083], [-1.772680, 0.784583, 2.127959], [-3.760879, -0.613947, 1.603601], [-1.584155, -0.982891, 0.913936], [-2.524707, -2.415668, 2.478758], [-0.883852, -1.121221, 3.072842], [-2.907324, -0.400224, 3.847089], [0.074727, -3.417506, -2.538154], [1.622973, -3.778842, -2.898493], [-0.382254, -4.922884, -2.609953], [0.351606, -3.612329, -0.877350], [-1.507568, -3.010256, -2.240253], [0.433266, -1.832383, -2.508147], [-0.279115, -3.306287, -4.135708], [-0.405393, 2.034481, -2.118935], [-0.844576, 0.471970, -1.962409], [1.065140, 1.691943, -2.623532], [-0.936004, 2.104779, -3.657099], [-0.101567, 3.636404, -2.071640], [-1.966289, 2.281785, -1.602079], [0.048736, 1.991601, -0.507528], [2.483753, 2.232916, 2.280333], [2.348194, 2.460941, 0.643764], [2.651189, 0.651328, 1.992807], [4.109235, 2.421918, 2.129611], [2.549747, 1.986770, 3.899268], [2.383771, 3.857142, 2.607978], [0.848495, 2.093784, 2.475336]],
  "forces_ev_per_a": [[-0.24, 0.20, -0.10], [-0.26, -1.98, 2.26], [-0.81, -0.60, -0.41], [2.03, 0.33, 1.30], [0.04, 0.57, -0.58], [-1.06, 1.07, -0.32], [-0.06, 0.93, -0.26], [0.13, -0.26, -2.15], [-1.80, 0.55, -0.44], [-0.56, 0.13, 0.59], [0.33, -1.38, 0.31], [0.17, 0.83, -1.56], [1.02, -0.01, 0.44], [0.51, -0.39, 0.63], [0.58, 0.31, 0.20], [-0.77, 1.32, 1.07], [0.60, -0.17, -0.42], [-0.11, -0.31, 0.38], [0.35, -0.06, 0.92], [-0.40, -0.97, -0.47], [0.24, 0.50, -0.07], [-0.17, -0.39, -1.38], [-0.43, 2.14, 0.60], [-0.16, 0.01, 1.42], [-0.22, -0.52, 0.08], [-0.70, -0.38, 0.42], [0.92, -0.33, -0.62], [-0.12, -1.02, -0.78], [0.96, -0.11, -1.09]],
  "lowdin_spin": [-0.001, -0.023, 0.402, -0.004, 0.268, 0.023, -0.004, 0.028, 0.000, 0.000, 0.000, 0.000, 0.000, 0.002, 0.000, -0.011, 0.113, 0.008, 0.000, 0.014, 0.167, 0.013, 0.000, 0.002, 0.000, 0.000, 0.000, 0.000, 0.002],
  "charge": -2,
  "s_squared": 0.75,
  "homo_energy_ev": [-7.10, -6.95],
  "gap_ev": [11.491, 3.400],
  "spin_multiplicity": 2,
  "e_tot_ha": -4363.0481,
  "relative_energy_ev": 0.000
}

=====

# 2
{
  "formula": "F2H2O4Si",
  "method": "the ωB97M-V functional and the def2-TZVPD basis",
  "symbols": ["O", "O", "O", "O", "F", "F", "Si", "H", "H"],
  "xyz": [[-0.049462, -0.157145, 1.469108], [0.359860, -1.581231, -0.899344], [1.210686, 1.406720, -0.824982], [-1.885987, -0.334916, -0.409086], [2.133611, 1.432199, 0.212270], [-2.607543, 0.668234, 0.258126], [-0.279623, -0.405657, -0.080298], [0.056177, 0.700122, 1.888105], [1.062283, -1.728323, -1.613897]],
  "forces_ev_per_a": [[0.06, -0.56, 0.29], [1.08, -1.20, -1.45], [-3.17, -2.18, -0.49], [-0.69, -0.35, -1.16], [0.90, -0.08, 1.25], [0.51, -0.08, 0.23], [2.79, 3.51, -0.34], [0.20, 0.07, -0.20], [-1.69, 0.86, 1.87]],
  "lowdin_charge": [-0.036, -0.039, -0.258, -0.073, -0.245, -0.040, 0.436, 0.096, 0.159],
  "homo_energy_ev": -9.55,
  "gap_ev": 8.972,
  "spin_multiplicity": 1,
  "e_tot_ha": -791.2153,
  "relative_energy_ev": 4.347
}

=====

# 3
{
  "formula": "F2H4N2P",
  "method": "the ωB97M-V functional and the def2-TZVPD basis",
  "symbols": ["N", "N", "F", "F", "P", "H", "H", "H", "H"],
  "xyz": [[-0.226739, -0.283995, 2.407963], [-0.240481, -0.475997, -1.747299], [1.683027, 0.330699, -0.858806], [-0.015420, 2.083625, -1.187761], [0.151158, 0.614574, -0.587326], [-1.163077, -0.592057, 2.607576], [0.348175, 0.251809, 3.130969], [0.616532, -0.998860, -1.857760], [-1.153175, -0.929798, -1.907557]],
  "forces_ev_per_a": [[2.13, 1.13, -0.91], [-1.53, 0.20, 0.57], [-0.49, 1.03, 1.44], [-0.05, -1.80, 1.13], [1.47, 0.92, -2.04], [-0.42, 0.15, 0.98], [-1.63, -1.04, -0.72], [-0.24, -0.91, -0.59], [0.76, 0.33, 0.14]],
  "lowdin_charge": [0.125, -0.013, -0.159, -0.139, 0.940, -0.007, 0.053, 0.082, 0.118],
  "charge": 1,
  "homo_energy_ev": [-16.00, -15.69],
  "gap_ev": [6.788, 9.929],
  "spin_multiplicity": 1,
  "e_tot_ha": -652.6429,
  "relative_energy_ev": 5.218
}

=====

# 4
{
  "formula": "F2H4NPSi",
  "method": "the ωB97M-V functional and the def2-TZVPD basis",
  "symbols": ["N", "F", "F", "Si", "P", "H", "H", "H", "H"],
  "xyz": [[0.023191, -0.030286, 0.685729], [-2.681887, -0.762972, 1.299901], [-2.380410, 0.079026, -0.838373], [1.191485, 0.527608, -0.452169], [-1.886028, -1.196631, 0.045525], [0.437390, -0.552667, 1.466401], [2.103060, -0.423157, -1.206461], [2.394909, 0.851071, 0.406268], [0.798290, 1.508007, -1.406822]],
  "forces_ev_per_a": [[-3.00, -2.01, -0.85], [-0.21, -0.35, 0.73], [0.61, -1.56, 0.37], [2.39, -1.45, 0.99], [2.66, 3.94, -0.16], [-0.24, 0.16, -0.44], [-0.96, -0.24, -0.29], [-0.64, 0.74, 0.05], [-0.62, 0.78, -0.40]],
  "lowdin_charge": [-0.355, -0.281, -0.331, 0.385, 0.932, -0.035, -0.115, -0.087, -0.112],
  "homo_energy_ev": -9.26,
  "gap_ev": 8.722,
  "spin_multiplicity": 1,
  "e_tot_ha": -887.7275,
  "relative_energy_ev": 1.435
}